# C45H38BaCl5N5O5SSi

A structure of composition C45H38BaCl5N5O5SSi in a non-equilibrium geometry (ωB97M-V/def2-TZVPD, the OMol25 dataset).

Geometry (Å):
1 Ba -0.0197 0.1230 0.4452
2 O 2.1178 -3.4964 0.8319
3 C 2.1032 -2.3449 0.3933
4 O 1.2066 -1.8389 -0.3667
5 C 3.2925 -1.4308 0.7553
6 C 3.4705 -0.2533 -0.2071
7 C 4.8616 0.3803 -0.0148
8 C 4.6486 1.1976 1.2885
9 C 3.2150 0.7933 1.6505
10 O 2.6028 0.7506 0.3449
11 C 3.2006 -0.6776 2.1235
12 C 1.9966 -1.0066 3.0286
13 O 2.2359 -1.5532 4.1042
14 O 0.8594 -0.6398 2.5759
15 H 4.1737 -2.0736 0.7600
16 H 3.1745 -0.4525 -1.2343
17 H 5.1145 1.0279 -0.8552
18 H 5.6388 -0.3793 0.0787
19 H 4.6928 2.2696 1.0938
20 H 5.3601 0.9532 2.0770
21 H 2.6641 1.4924 2.2758
22 H 4.0923 -0.8853 2.7140
23 S -0.0210 2.9252 -7.9781
24 N 0.3807 1.4656 -7.3953
25 C 0.2568 1.5302 -6.0828
26 C 0.5034 0.4456 -5.1537
27 C 0.8802 -0.8332 -5.5613
28 C 1.0704 -1.8017 -4.6057
29 C 0.8813 -1.4657 -3.2616
30 N 0.5087 -0.2606 -2.8646
31 C 0.3199 0.6874 -3.7861
32 C -0.1214 2.0126 -3.3034
33 N -0.2936 2.1503 -1.9867
34 C -0.7267 3.3073 -1.5192
35 C -1.0078 4.4049 -2.3385
36 C -0.8312 4.2761 -3.6943
37 C -0.3811 3.0557 -4.2013
38 C -0.1801 2.8102 -5.6160
39 N -0.3741 3.6822 -6.5879
40 H 1.0064 -1.0373 -6.6171
41 H 1.3564 -2.8100 -4.8732
42 H 1.0390 -2.1830 -2.4621
43 H -0.8614 3.3604 -0.4437
44 H -1.3544 5.3290 -1.8972
45 H -1.0370 5.0903 -4.3777
46 C -3.0633 1.0533 -0.2317
47 Si -3.9820 -0.3812 -0.7419
48 C -3.4601 -1.9199 0.2675
49 N -2.0457 -2.2725 0.1381
50 C -1.4935 -2.9426 1.3168
51 C -2.0211 -4.3647 1.5204
52 C -1.9893 -5.1311 0.1808
53 C -1.1364 -4.3843 -0.8450
54 C -1.7516 -3.0111 -1.1050
55 C -3.7829 -0.6821 -2.6113
56 C -4.3245 -1.7906 -3.2667
57 C -4.1810 -1.9727 -4.6363
58 C -3.5037 -1.0264 -5.3948
59 C -2.9745 0.0945 -4.7698
60 C -3.1069 0.2537 -3.3953
61 C -5.8974 -0.4727 -0.5131
62 C -6.4288 -0.6596 0.7692
63 C -7.7968 -0.6819 1.0051
64 C -8.6872 -0.5097 -0.0472
65 C -8.1898 -0.3107 -1.3272
66 C -6.8176 -0.2942 -1.5493
67 H -3.2200 1.3862 0.7963
68 H -3.0519 1.9086 -0.9104
69 H -4.1288 -2.7860 0.1051
70 H -3.6271 -1.6075 1.3067
71 H -1.6835 -2.3159 2.1914
72 H -0.4085 -2.9892 1.2082
73 H -3.0375 -4.3468 1.9234
74 H -1.3893 -4.8570 2.2638
75 H -3.0060 -5.2179 -0.2197
76 H -1.6216 -6.1501 0.3256
77 H -1.1007 -4.9359 -1.7899
78 H -0.1084 -4.2777 -0.4886
79 H -2.6878 -3.1550 -1.6531
80 H -1.0985 -2.4171 -1.7502
81 H -4.8744 -2.5310 -2.6926
82 H -4.6010 -2.8510 -5.1143
83 H -3.3921 -1.1593 -6.4651
84 H -2.4585 0.8475 -5.3569
85 H -2.6791 1.1222 -2.9088
86 H -5.7564 -0.7800 1.6124
87 H -8.1692 -0.8301 2.0128
88 H -9.7566 -0.5260 0.1303
89 H -8.8728 -0.1681 -2.1580
90 H -6.4540 -0.1366 -2.5598
91 Cl -1.7698 1.5132 3.2406
92 C -0.8183 2.9520 2.9621
93 C 0.0391 2.9718 1.8743
94 C 0.7712 4.1347 1.7521
95 Cl 1.9199 4.2624 0.4108
96 C 0.6816 5.2292 2.6123
97 Cl 1.6392 6.6621 2.3891
98 C -0.2073 5.1582 3.6804
99 Cl -0.3631 6.4944 4.7742
100 C -0.9680 4.0048 3.8645
101 Cl -2.0687 3.9194 5.2022

Atoms 1-6, force components in eV/Å:
-1.938 1.192 -0.815
-0.011 -0.010 -0.036
0.053 -0.146 0.007
0.619 -0.682 -0.103
0.091 -0.047 -0.085
0.109 -0.008 -0.066

Results
F_max = 0.047 Eh/bohr
lowest unoccupied orbital energy = 2.987 eV
DFT total energy = -146995.082 eV
frontier orbital gap = 4.6 eV
multiplicity = 1
total charge = -2